No. 1
ORCA calculation (the ωB97M-V functional and the def2-TZVPD basis) on a cluster of 6 separate species, C55H80BBr2N4O4 in total.

The value obtained for the orbital gap is 0.2968 hartree. The total charge is +1. Its HOMO energy is -10.613 eV. The total energy comes out at -7836.358219 Ha. The calculation puts the max |F| at 2.76 eV/A.

Structure (XYZ):
```
146
Properties=species:S:1:pos:R:3:forces:R:3
H -2.1252 2.0864 -3.9646 -0.011 0.023 -0.017
H 4.0774 -0.9567 3.8355 0.081 0.207 0.125
C -1.1669 -0.6157 7.8810 0.036 0.008 -0.002
N -1.6620 -2.1422 1.2221 0.452 0.791 -1.029
H 0.5273 -3.3128 1.9496 -0.273 0.237 -0.404
H 1.4008 3.4805 -5.9540 -0.014 0.007 0.004
C 5.8229 1.2209 -3.9361 0.012 0.009 0.018
N -2.0303 -3.9959 -0.0997 -0.847 -1.110 -0.379
C -1.1807 1.6716 -7.1900 0.005 -0.027 0.005
H -2.6342 -0.2709 0.6218 0.607 -0.074 0.234
H 1.5317 1.0737 -12.5453 0.008 -0.004 0.007
H 5.1151 1.5530 2.6152 0.055 0.007 -0.003
H -1.0121 -5.6272 -1.0159 -0.366 -0.408 0.240
C 5.0759 3.9713 5.6222 0.022 -0.009 0.002
H 2.3814 -2.8697 3.0300 -0.027 -0.088 -0.174
H -1.9306 -1.1875 4.4698 0.321 -0.001 0.459
C -1.9518 1.5691 -6.0401 0.002 -0.012 0.015
H 0.5810 -0.6696 10.7795 -0.001 -0.002 -0.013
C 0.7073 -1.6076 -0.2591 0.318 1.558 -0.541
H 4.7849 0.5521 -8.8617 -0.011 -0.029 -0.007
H -3.2200 -1.7242 -0.0748 -0.027 0.112 -0.058
H 3.6137 -0.7082 5.5573 0.273 0.026 -0.035
C 1.9554 -1.2382 4.2613 0.768 -0.203 -1.247
H 1.6974 -1.7981 0.1456 -0.105 -0.798 -0.035
B -1.0481 -0.3543 2.9879 -0.850 0.536 0.092
H 0.8939 -1.1175 -1.2149 -0.009 -0.221 -0.170
H -9.5170 1.6453 -0.7561 -0.224 0.207 -0.020
H -5.7412 -5.9535 0.6611 0.372 -0.246 0.073
C 0.0755 -0.5690 0.6656 0.721 -0.474 -0.590
H -6.2920 -5.1727 -0.7875 -0.092 -0.104 0.025
O -1.0680 -0.7673 4.3186 -0.537 -0.539 -0.890
N 2.4963 3.0864 -1.0579 -0.040 -0.104 0.384
C -1.7805 -4.9009 -1.2380 0.592 1.325 -0.829
H 3.9118 1.6238 -12.9121 -0.005 0.005 0.011
H 5.5363 1.3764 -11.0667 -0.009 -0.015 -0.004
H -0.7242 1.7612 3.0170 0.077 -0.028 -0.191
C 2.7354 0.3497 -9.4644 0.001 0.021 0.018
C -4.5819 -4.2232 -0.0337 -0.436 -0.884 0.228
H -1.8217 1.3658 1.7241 -0.061 -0.018 0.021
C -0.3156 2.8512 -4.8303 0.007 -0.052 0.030
H -0.6643 -0.0723 0.0333 -0.551 -0.079 0.520
H -8.5600 3.1079 -1.2220 -0.143 0.058 -0.077
H -1.3779 -4.2668 -2.0308 -0.136 -0.061 -0.116
N -0.1049 -2.8151 -0.5405 1.429 -0.101 2.360
C 4.0002 1.5098 -6.0136 0.004 0.017 -0.048
H 4.1528 0.5373 -2.7730 0.049 -0.032 0.002
H 2.5305 0.8074 -4.6187 -0.001 0.018 -0.034
H 5.0637 4.6540 6.4620 0.004 -0.012 -0.003
H 0.0208 3.3157 -3.9110 -0.003 0.027 -0.024
H 1.5354 3.0560 -1.3874 0.041 0.104 0.012
C -0.8485 -0.9133 9.1992 -0.021 -0.033 -0.006
C 5.3377 1.8234 -6.2138 0.007 -0.001 0.032
C 1.0571 0.5694 1.0440 -0.151 -0.111 -0.670
C 3.9580 3.1984 5.3406 -0.038 -0.010 0.012
H 3.6837 2.3814 0.4576 -0.033 0.033 0.258
C -0.3059 0.1586 7.1157 0.102 0.138 0.157
H 1.8637 -3.7295 -0.6284 -0.074 0.534 0.272
H -2.6976 -5.3252 -1.6200 -0.089 -0.192 0.309
H 2.0618 2.8559 1.0155 0.009 0.149 -0.074
C -0.5397 -1.3690 1.8122 -0.092 0.445 1.136
H 2.3566 -1.4202 2.1021 -0.151 0.107 -0.074
H 1.6131 -0.2028 4.1822 -0.187 0.012 0.348
C -1.5205 2.1615 -4.8604 0.019 -0.029 0.012
H 3.5907 0.1421 1.2381 -0.001 0.098 -0.202
H -5.3542 1.4677 2.0988 0.068 0.035 0.304
H 7.1074 2.9217 3.1241 -0.009 0.002 0.008
H -4.4526 -2.3119 2.0221 0.399 -0.239 0.096
H -4.8377 0.0465 0.3026 0.001 0.230 0.097
C 0.3835 -2.3872 2.5166 1.127 -0.290 -0.365
H -9.2715 2.9903 0.4007 -0.165 -0.057 -0.016
H -5.9484 -1.1538 0.9069 0.099 0.005 -0.312
C 0.3340 -0.4397 9.7509 0.008 -0.014 0.007
Br -2.8849 -6.2908 1.1722 -0.007 0.379 0.317
C 0.8186 -3.9870 -0.5140 -0.514 -1.292 -1.542
Br -4.5722 -3.2719 -1.7401 0.200 0.191 0.162
H -7.6238 1.5814 2.4801 -0.076 -0.084 0.183
H 2.4062 -0.0135 -8.4979 0.002 -0.008 -0.011
C 2.2442 0.9586 -11.7383 0.001 0.006 -0.008
H -0.5557 0.3940 6.0945 0.010 0.011 0.004
C -8.8374 2.4276 -0.4258 0.463 -0.758 0.212
H -3.3822 0.7389 4.0121 -0.305 0.200 -0.225
C -3.1974 -4.3689 0.6762 0.047 -1.179 -0.264
C 3.5755 1.0504 -4.7753 -0.093 -0.025 0.037
H 3.0441 2.5467 -1.7240 -0.017 0.351 -0.216
H 7.2893 1.9346 -5.3287 -0.010 -0.008 0.000
H 3.6854 -2.3378 4.8468 0.193 0.053 0.122
C -5.3948 -5.5104 -0.2672 -0.369 0.850 -0.590
C 2.6211 2.3678 0.2186 -0.050 -0.630 -1.133
C -5.7954 0.4825 2.2435 0.047 0.186 -0.734
H -1.5204 1.2157 -8.1117 0.002 0.007 0.008
C 5.1052 2.2307 3.4615 -0.089 -0.039 0.020
C 6.2479 1.6831 -5.1738 0.001 -0.007 -0.019
H 6.5323 1.1095 -3.1258 -0.005 0.001 -0.010
C -7.3111 0.6138 2.0788 0.450 0.474 -0.103
H 0.7773 0.2582 -10.3377 0.013 -0.012 -0.008
O -7.7344 0.5739 0.6966 -0.414 -0.101 0.640
C 3.9737 2.3269 4.2609 -0.003 -0.002 -0.061
H -5.2143 -3.6440 0.6293 0.146 0.474 -0.045
C -1.2440 -2.9764 0.1828 -0.281 0.485 0.674
C -1.5820 1.1198 2.7609 0.080 -0.092 0.141
H -2.8901 1.0290 -6.0636 -0.002 0.025 -0.010
C 1.8211 0.5000 -10.4982 -0.019 0.006 0.010
C 0.0254 2.3588 -7.1594 0.031 -0.012 -0.015
H 1.9100 0.7598 -0.9858 0.060 -0.498 -0.100
H 3.2893 1.6237 -6.8230 0.011 0.006 0.006
C 3.4408 -1.2918 4.6560 -0.757 -0.128 0.082
C 2.2020 0.8490 0.0550 0.537 1.759 1.717
H -2.1790 1.7865 4.6930 -0.167 -0.020 0.164
C 6.2244 2.9994 3.7455 0.028 -0.009 -0.026
C 4.4862 0.9020 -3.7390 -0.031 0.016 0.069
C -7.5643 1.7754 0.0817 -1.925 0.071 -0.759
H 5.6711 2.1788 -7.1808 -0.008 0.024 0.016
C 4.0721 0.6661 -9.6691 0.000 0.006 0.025
H 0.4697 1.4843 1.0713 -0.103 0.007 0.071
H -5.5917 0.1350 3.2571 -0.009 0.074 0.047
H 3.0752 3.2758 5.9633 0.007 0.014 -0.006
H 1.5531 1.2322 7.0707 -0.003 -0.002 0.008
C 4.4946 1.1276 -10.9080 0.000 0.003 -0.010
H -2.0895 -0.9878 7.4504 -0.009 0.017 0.022
H 7.0832 4.4671 5.0516 -0.013 -0.001 -0.009
C 1.2001 0.3278 8.9844 0.031 0.006 -0.019
H 3.1006 1.7209 4.0418 0.007 0.008 0.026
H -4.9045 -6.2024 -0.9451 0.133 -0.234 0.268
C -5.1564 -0.4631 1.2099 -0.468 -1.003 0.855
H 0.6048 -4.6150 -1.3774 0.236 0.040 -0.035
H 2.1251 0.6918 9.4135 -0.015 0.002 0.004
C -2.6912 1.5410 3.7631 1.076 0.055 0.151
H -1.5221 -1.5143 9.7970 0.011 0.010 0.001
C 1.8170 -1.9424 2.8872 -0.186 -0.535 1.028
C -4.0174 -1.3363 1.8304 -0.313 1.243 -0.241
H -0.0606 -2.7573 3.4389 -0.361 0.284 0.020
H -3.1757 2.4589 3.4418 -0.354 -0.185 -0.088
C 6.2098 3.8684 4.8276 -0.021 0.014 0.013
O 3.3591 0.0566 0.3031 -0.294 -0.797 -0.312
H -7.8576 -0.1529 2.6188 -0.048 -0.256 -0.254
C -2.8384 -1.3134 0.8614 -1.342 -1.157 -0.206
C 0.4589 2.9467 -5.9787 0.041 0.013 0.001
H 0.6739 -4.6392 0.3450 0.017 0.294 0.274
H -3.2351 -3.9232 1.6550 0.319 0.480 -0.068
H 0.6280 2.4364 -8.0565 -0.009 0.002 0.006
H 1.3572 -1.8050 4.9692 -0.170 0.342 0.231
C 0.8787 0.6293 7.6677 -0.022 -0.036 0.040
H 1.4987 0.4791 2.0396 -0.084 -0.148 0.003
C 3.5815 1.2696 -11.9440 -0.010 0.010 0.004
O -6.5134 2.2818 -0.0806 2.141 0.602 0.176
H -3.7798 -0.8819 2.7954 0.330 -0.218 -0.006
```
Positions in Å, forces in eV/Å.

---

No. 2
ORCA calculation (the ωB97M-V functional and the def2-TZVPD basis) on the molecule C3H5NOS2.

The value obtained for the orbital gap is 0.2908 hartree. Its HOMO energy is -8.308 eV. The total energy comes out at -1043.638333 Ha. For the energy above the lowest of the compared OMol25 structures with the same formula, charge and spin, the calculation gives 1.385 eV. Its SMILES is NC(=S)SCC=O. The calculation puts the max |F| at 5.06 eV/A.

Structure (XYZ):
```
12
Properties=species:S:1:pos:R:3:forces:R:3
H 2.8540 -0.5880 -0.8904 -2.582 0.968 1.183
H 1.3904 -1.9895 0.5384 0.030 -0.627 -0.314
C 1.8070 -0.1178 -0.4357 0.602 3.224 -1.513
C -1.6879 0.0487 -0.1188 -1.353 1.486 -0.649
H -0.1909 1.6109 0.0171 -0.831 -1.260 0.050
N -1.1514 1.2390 0.1828 -0.981 2.619 1.602
S -0.7666 -1.3385 -0.4665 1.461 -0.968 -0.099
S -3.3422 -0.1058 -0.4119 0.856 -0.235 0.452
O 1.5316 1.0890 -0.7411 1.124 -4.736 1.373
C 0.8938 -1.0495 0.3870 -0.755 0.723 -0.557
H 0.5241 -0.7759 1.3844 0.738 0.810 -0.270
H -1.8620 1.9774 0.5546 1.691 -2.004 -1.258
```
Positions in Å, forces in eV/Å.